[1]
Here is C5H7NO as an isolated structure from the Open Molecules 2025 dataset. Energies are from ωB97M-V/def2-TZVPD.

Computed properties:
Largest force on an atom in eV/A: 0.46
ΔE to the lowest compared entry with this formula, charge and spin in kcal per mole: 118.8
HOMO (alpha / beta) in eV: -8.02 / -7.75

Geometry as ORCA input:
```
! RIJCOSX wB97M-V def2-TZVPD def2/J DEFGRID3
* xyz 0 1
N -0.70 -0.88 2.22
C 0.12 -0.10 1.39
O -0.64 1.02 0.87
C -0.75 0.33 -0.28
C -0.09 0.89 -1.51
C 1.13 0.09 -1.00
C 0.34 -0.72 0.08
H -1.04 -0.31 2.98
H -1.52 -1.06 1.61
H -0.01 1.98 -1.56
H -0.53 0.46 -2.41
H 1.88 0.73 -0.54
H 1.59 -0.57 -1.75
H 0.33 -1.80 0.04
*
```

Electronic structure analysis, Löwdin charges in units of e:
1 N 0.064
2 C -0.311
3 O 0.030
4 C -0.214
5 C -0.104
6 C -0.101
7 C -0.136
8 H 0.082
9 H 0.088
10 H 0.114
11 H 0.111
12 H 0.120
13 H 0.113
14 H 0.143

***

[2]
Here is one molecule with the formula C4H3ClN2S from the Open Molecules 2025 dataset. Energies are from ωB97M-V/def2-TZVPD.

Computed properties:
SMILES: N#C/C=C(\Cl)C(N)=S
Largest force on an atom in eV/A: 5.46
ΔE to the lowest compared entry with this formula, charge and spin in kcal per mole: 29.0
HOMO in eV: -9.23

Geometry as ORCA input:
```
! RIJCOSX wB97M-V def2-TZVPD def2/J DEFGRID3
* xyz 0 1
N 3.61 -1.00 0.20
C 2.45 -1.23 -0.03
C 1.06 -1.10 -0.29
C 0.37 0.03 -0.08
Cl 1.19 1.55 -0.16
C -1.15 0.09 0.03
N -1.79 1.32 0.05
S -2.01 -1.33 -0.07
H 0.34 -2.01 -0.29
H -2.80 1.44 0.40
H -1.27 2.24 0.25
*
```

Electronic structure analysis, Löwdin charges in units of e:
1 N 0.157
2 C -0.215
3 C -0.175
4 C -0.666
5 Cl 0.724
6 C -0.839
7 N 0.012
8 S 0.671
9 H 0.090
10 H 0.137
11 H 0.104

***

[3]
Here is a 2-piece molecular cluster, C7H13O overall from the Open Molecules 2025 dataset. Energies are from ωB97M-V/def2-TZVPD.

Computed properties:
Largest force on an atom in eV/A: 4.30
ΔE to the lowest compared entry with this formula, charge and spin in kcal per mole: 97.2
HOMO (alpha / beta) in eV: 1.49 / 1.48
⟨S²⟩: 0.754

Geometry as ORCA input:
```
! RIJCOSX wB97M-V def2-TZVPD def2/J DEFGRID3
* xyz -2 2
C 2.32 -0.77 -1.16
O 3.39 -0.41 -0.41
C 0.94 0.16 -1.00
C 0.44 0.18 0.41
C -0.76 1.12 0.54
C -2.39 -0.16 -0.74
C -2.00 0.29 0.59
C -2.31 -0.06 1.94
H 1.91 -1.75 -0.94
H 2.42 -0.75 -2.34
H 0.07 -0.34 -1.48
H 1.23 1.05 -1.53
H 1.28 0.46 1.06
H 0.11 -0.87 0.74
H -0.75 1.62 1.46
H -0.79 1.73 -0.37
H -3.21 -0.76 -1.08
H -1.79 0.27 -1.56
H 0.02 -1.76 0.86
H -1.72 0.36 2.76
H -3.27 -0.50 2.23
*
```

Electronic structure analysis, Löwdin charges in units of e:
1 C -0.541
2 O -0.411
3 C -0.227
4 C -0.283
5 C -0.242
6 C -0.102
7 C -0.507
8 C -0.130
9 H 0.034
10 H 0.063
11 H 0.074
12 H 0.074
13 H 0.108
14 H -0.047
15 H 0.054
16 H 0.092
17 H -0.051
18 H -0.022
19 H 0.117
20 H -0.019
21 H -0.035

***

[4]
Here is an isolated ion of composition C7H9N and charge -1 from the Open Molecules 2025 dataset. Energies are from ωB97M-V/def2-TZVPD.

Computed properties:
Largest force on an atom in eV/A: 3.54
ΔE to the lowest compared entry with this formula, charge and spin in kcal per mole: 23.3
HOMO (alpha / beta) in eV: 0.64 / -2.23
⟨S²⟩: 0.762

Geometry as ORCA input:
```
! RIJCOSX wB97M-V def2-TZVPD def2/J DEFGRID3
* xyz -1 2
C -2.09 1.83 0.07
C -2.91 0.72 -0.01
N -1.96 -0.35 -0.12
C -0.70 0.10 0.05
C -0.76 1.55 0.27
C 2.93 -1.30 -0.14
C 1.76 -0.33 0.13
C 0.48 -0.77 0.04
H -2.63 2.78 0.09
H -4.00 0.67 0.01
H -2.14 -1.34 -0.14
H 0.14 2.26 0.12
H 3.90 -1.03 0.18
H 2.79 -1.38 -1.25
H 2.73 -2.26 0.23
H 2.09 0.71 0.34
H 0.37 -1.87 0.15
*
```

Electronic structure analysis, Löwdin charges in units of e:
1 C -0.250
2 C -0.180
3 N -0.002
4 C -0.332
5 C -0.112
6 C -0.189
7 C -0.298
8 C -0.204
9 H 0.068
10 H 0.061
11 H 0.123
12 H 0.091
13 H 0.025
14 H 0.053
15 H 0.019
16 H 0.055
17 H 0.073

***

[5]
Here is C35H37CrF4N5OPS as an isolated structure from the Open Molecules 2025 dataset. Energies are from ωB97M-V/def2-TZVPD.

Computed properties:
Largest force on an atom in eV/A: 3.44
ΔE to the lowest compared entry with this formula, charge and spin in kcal per mole: 23.8
HOMO (alpha / beta) in eV: -7.39 / -8.18
⟨S²⟩: 8.817

Geometry as ORCA input:
```
! RIJCOSX wB97M-V def2-TZVPD def2/J DEFGRID3
* xyz 0 6
Cr -0.27 0.35 0.56
O -0.96 0.68 2.67
N -0.39 1.73 3.20
C -0.16 1.73 4.52
C 0.44 2.79 5.15
C 0.83 3.89 4.40
C 0.57 3.90 3.05
C -0.05 2.81 2.43
S -0.41 2.82 0.75
H -0.48 0.84 5.04
H 0.60 2.75 6.22
H 1.34 4.72 4.86
H 0.84 4.73 2.42
F 6.53 2.36 1.62
C 6.39 1.27 0.84
C 7.51 0.74 0.24
F 8.69 1.35 0.45
C 7.47 -0.43 -0.56
C 6.17 -0.95 -0.78
C 5.05 -0.40 -0.20
F 3.84 -0.95 -0.47
C 5.11 0.71 0.67
C 3.95 1.20 1.32
C 2.68 0.74 1.07
N 1.55 0.46 0.95
C 3.92 2.22 2.30
N 3.78 3.02 3.11
F 6.02 -2.02 -1.58
C 8.63 -1.05 -1.06
C 9.92 -0.52 -0.91
N 11.00 -0.15 -0.82
C 8.64 -2.30 -1.69
N 8.72 -3.34 -2.17
C -5.97 1.26 2.04
C -4.95 0.44 2.82
C -4.06 -0.37 1.87
C -3.91 0.34 0.51
C -3.86 1.84 0.78
C -5.24 2.33 1.21
P -2.35 -0.21 -0.34
C -2.52 0.25 -2.15
C -1.84 1.61 -2.38
C -2.16 2.09 -3.79
C -3.65 2.46 -3.88
C -4.52 1.58 -2.96
C -3.92 0.19 -2.79
C -2.38 -2.07 -0.47
C -1.71 -2.69 0.77
C -1.30 -4.13 0.47
C -2.31 -4.81 -0.47
C -3.69 -4.21 -0.27
C -3.71 -2.76 -0.77
H -6.67 1.74 2.72
H -6.54 0.60 1.39
H -5.47 -0.24 3.50
H -4.34 1.11 3.43
H -4.48 -1.37 1.73
H -3.07 -0.48 2.32
H -4.77 0.12 -0.14
H -3.51 2.40 -0.09
H -3.13 2.02 1.58
H -5.84 2.57 0.33
H -5.13 3.25 1.79
H -1.89 -0.50 -2.65
H -0.75 1.50 -2.25
H -2.17 2.36 -1.66
H -1.92 1.30 -4.50
H -1.55 2.96 -4.04
H -3.98 2.35 -4.92
H -3.79 3.50 -3.60
H -5.52 1.50 -3.39
H -4.62 2.05 -1.99
H -3.85 -0.28 -3.77
H -4.59 -0.43 -2.19
H -1.69 -2.27 -1.31
H -2.41 -2.67 1.61
H -0.83 -2.09 1.06
H -1.24 -4.69 1.41
H -0.31 -4.15 0.02
H -2.32 -5.89 -0.28
H -2.01 -4.67 -1.51
H -3.94 -4.25 0.79
H -4.44 -4.80 -0.80
H -4.54 -2.23 -0.30
H -3.89 -2.75 -1.85
*
```

Electronic structure analysis, Löwdin charges in units of e:
1 Cr 0.454
2 O -0.239
3 N -0.218
4 C -0.019
5 C -0.050
6 C -0.067
7 C -0.099
8 C -0.644
9 S 0.684
10 H 0.137
11 H 0.108
12 H 0.111
13 H 0.108
14 F 0.112
15 C -0.137
16 C -0.131
17 F 0.120
18 C -0.044
19 C -0.133
20 C -0.132
21 F 0.094
22 C -0.035
23 C -0.164
24 C -0.106
25 N 0.035
26 C -0.206
27 N 0.181
28 F 0.114
29 C -0.146
30 C -0.197
31 N 0.195
32 C -0.197
33 N 0.192
34 C -0.199
35 C -0.182
36 C -0.199
37 C -0.407
38 C -0.228
39 C -0.179
40 P 1.048
41 C -0.409
42 C -0.243
43 C -0.190
44 C -0.186
45 C -0.188
46 C -0.190
47 C -0.424
48 C -0.221
49 C -0.181
50 C -0.197
51 C -0.193
52 C -0.191
53 H 0.108
54 H 0.111
55 H 0.111
56 H 0.115
57 H 0.104
58 H 0.088
59 H 0.109
60 H 0.080
61 H 0.088
62 H 0.105
63 H 0.113
64 H 0.112
65 H 0.101
66 H 0.080
67 H 0.115
68 H 0.112
69 H 0.107
70 H 0.111
71 H 0.114
72 H 0.092
73 H 0.121
74 H 0.088
75 H 0.115
76 H 0.108
77 H 0.088
78 H 0.113
79 H 0.112
80 H 0.110
81 H 0.112
82 H 0.115
83 H 0.113
84 H 0.095
85 H 0.113

***

Which formula does entry 1 have?
C5H7NO

***

Number 2 is which compound?
C4H3ClN2S

***

Which of these has the highest ΔE to the lowest compared entry with this formula, charge and spin?
C5H7NO

***

Which formula does entry 3 have?
C7H13O